(1)
C29H56AsAuN4O5Si2Te as an isolated structure, computed with ωB97M-V/def2-TZVPD.

The geometry in XYZ format:
```
99
Properties=species:S:1:pos:R:3:forces:R:3
Au -1.2766 0.4259 0.7730 -0.213 0.522 0.211
C -6.2344 1.3261 -0.6071 -0.046 0.057 -0.002
C -5.9398 0.4376 -1.8033 0.011 -0.064 -0.035
C -4.9064 -0.6617 -1.4971 0.017 -0.038 -0.093
C -4.6230 -1.4859 -2.7790 -0.062 0.117 -0.041
C -3.6356 -2.6271 -2.5964 0.006 -0.049 -0.018
C -5.4902 -1.6143 -0.4703 0.088 0.060 0.052
O -6.5748 -2.1109 -0.5706 -0.091 -0.056 -0.071
N -4.6802 -1.9402 0.6233 -0.077 -0.136 0.109
C -3.4783 -1.3826 0.9144 0.035 -0.085 0.402
O -2.8530 -1.6832 1.9425 0.105 0.054 -0.244
N -2.9619 -0.4645 0.0582 0.073 -0.054 -0.032
C -3.5968 -0.0133 -1.0799 -0.066 -0.029 -0.060
O -3.0743 0.8595 -1.7330 -0.038 0.145 -0.259
H -6.9862 2.0687 -0.8635 -0.026 0.042 -0.001
H -5.3457 1.8649 -0.2759 0.052 0.030 0.019
H -6.6269 0.7508 0.2313 -0.029 -0.043 0.068
H -5.5602 1.0264 -2.6393 0.010 -0.016 0.032
H -6.8491 -0.0657 -2.1334 0.018 0.006 -0.007
H -4.2610 -0.7801 -3.5283 -0.003 -0.016 -0.009
H -5.5828 -1.8703 -3.1260 0.001 -0.009 0.017
H -2.6588 -2.2695 -2.2600 0.072 0.026 0.029
H -3.4828 -3.1491 -3.5388 0.010 -0.016 -0.031
H -3.9902 -3.3635 -1.8747 -0.024 -0.035 0.032
H -5.0638 -2.5929 1.2981 0.018 0.072 -0.047
C 2.8886 4.3680 -5.1455 -0.035 0.002 -0.002
C 1.9302 4.5996 -3.9894 -0.139 -0.004 -0.090
N 2.5685 4.4630 -2.6833 -0.009 -0.028 0.041
C 3.5369 5.4991 -2.3090 0.014 0.156 0.070
C 4.9655 4.9832 -2.3171 0.005 0.031 0.057
C 2.2322 3.5786 -1.7452 -0.119 -0.049 -0.015
O 2.6265 3.6338 -0.5784 0.134 0.003 0.122
C 1.3278 2.4121 -2.0665 0.037 -0.034 -0.091
C 1.3994 1.5735 -3.1697 -0.021 0.092 0.123
C 0.6024 0.4361 -3.2079 -0.092 -0.059 0.083
C -0.2202 0.1520 -2.1361 0.024 -0.075 -0.138
N -0.2491 0.9501 -1.0667 -0.032 -0.103 0.020
C 0.4774 2.0552 -1.0336 0.079 0.149 0.145
H 2.3526 4.4319 -6.0899 -0.029 0.014 -0.052
H 3.3623 3.3882 -5.0835 0.012 -0.051 0.005
H 3.6787 5.1157 -5.1655 0.039 0.039 0.016
H 1.0807 3.9204 -4.0419 0.022 0.029 -0.003
H 1.5130 5.6100 -4.0389 0.028 -0.061 -0.038
H 3.2676 5.8718 -1.3188 0.047 -0.023 -0.068
H 3.4075 6.3169 -3.0186 0.049 -0.015 0.029
H 5.0782 4.1575 -1.6165 -0.002 -0.015 0.018
H 5.6462 5.7762 -2.0141 0.037 0.038 0.010
H 5.2616 4.6454 -3.3081 0.002 -0.021 -0.055
H 2.0761 1.7889 -3.9836 0.038 0.009 -0.057
H 0.6244 -0.2327 -4.0548 -0.015 -0.031 -0.043
H -0.8660 -0.7137 -2.1135 -0.016 -0.053 -0.040
H 0.4087 2.6571 -0.1409 0.029 0.016 -0.026
C 1.2447 4.1905 2.3921 0.031 0.026 0.033
As 1.1682 2.3365 2.8294 -0.097 0.106 -0.136
C 0.7820 2.1165 4.6890 0.002 -0.048 0.010
C 2.8507 1.5436 2.3923 -0.033 -0.026 -0.095
O -0.0876 1.6573 1.9329 0.026 -0.140 0.043
H 1.9034 4.6887 3.1034 -0.005 0.029 -0.012
H 0.2438 4.6153 2.4565 0.022 -0.035 0.017
H 1.6498 4.2910 1.3837 -0.016 -0.023 0.040
H 1.5929 2.5534 5.2716 -0.015 0.002 0.004
H 0.6915 1.0572 4.9285 0.004 0.037 -0.032
H -0.1531 2.6264 4.9193 0.038 -0.025 -0.037
H 3.6014 1.8896 3.1009 0.030 0.028 -0.004
H 3.1205 1.8544 1.3800 -0.038 -0.014 0.073
H 2.7655 0.4613 2.4565 0.009 -0.036 0.009
C -1.3225 -4.6199 3.4278 0.035 0.073 0.053
Si -0.5836 -3.1575 4.3212 -0.035 0.007 0.145
C -1.8619 -2.0608 5.1230 0.136 -0.083 -0.119
C 0.7273 -3.6798 5.5494 -0.149 -0.012 -0.173
C 0.4049 -2.1168 3.0318 0.049 -0.032 -0.083
Te -0.1311 -2.2538 0.9953 0.096 -0.319 0.068
C 1.7869 -1.8458 0.2172 -0.043 -0.019 -0.034
Si 2.5627 -3.4089 -0.5824 0.088 -0.138 -0.067
C 2.5665 -4.7528 0.7184 -0.032 0.117 -0.085
C 1.4708 -3.8558 -2.0349 0.000 0.052 0.121
C 4.2836 -2.9361 -1.1242 -0.177 0.006 0.086
H -1.8882 -5.2366 4.1262 -0.016 -0.048 0.059
H -0.5501 -5.2568 2.9938 0.053 -0.043 -0.037
H -2.0145 -4.3225 2.6390 -0.043 0.067 -0.034
H -2.4336 -2.6300 5.8549 -0.039 -0.068 0.061
H -2.5616 -1.6561 4.3956 -0.052 0.027 -0.076
H -1.3955 -1.2335 5.6590 0.052 0.052 0.023
H 0.2733 -4.2221 6.3765 -0.069 -0.073 0.093
H 1.2560 -2.8299 5.9776 0.029 0.120 0.016
H 1.4645 -4.3406 5.0944 0.057 -0.050 -0.048
H 1.4485 -2.4408 3.0155 0.037 0.005 0.071
H 0.3865 -1.0521 3.2737 -0.017 0.064 -0.006
H 2.3959 -1.4761 1.0385 0.063 0.064 0.079
H 1.6930 -1.0605 -0.5361 -0.017 -0.001 -0.011
H 1.5674 -4.9756 1.1000 -0.080 -0.005 0.011
H 3.2015 -4.4932 1.5655 0.047 0.033 0.060
H 2.9498 -5.6832 0.3014 0.053 -0.064 -0.045
H 0.4142 -3.9444 -1.7678 -0.010 -0.008 0.029
H 1.7669 -4.8176 -2.4518 0.048 -0.068 -0.034
H 1.5569 -3.1181 -2.8336 0.002 0.058 -0.039
H 4.9178 -2.6816 -0.2758 0.029 0.022 0.069
H 4.2693 -2.0839 -1.8034 -0.015 0.059 -0.046
H 4.7598 -3.7619 -1.6487 0.035 -0.117 -0.058
```
Forces are in eV/Å.

## Properties
LUMO energy (alpha / beta) ... -5.250 / -8.253 eV
Strongest force on any atom ... 0.6 eV/A
Multiplicity ... 3
E_tot ... -134747.7400 eV
Total charge ... +2
HOMO energy (alpha / beta) ... -14.12 / -14.22 eV

Löwdin population analysis, charges in e, atoms 1 to 8: number 1, Au, carries 1.087; number 2, C, carries -0.062; number 3, C, carries -0.164; number 4, C, carries -0.305; number 5, C, carries -0.148; number 6, C, carries -0.063; number 7, C, carries -0.397; number 8, O, carries 0.163

(2)
An isolated ion of composition C17H27N2O3 and charge +1, computed with ωB97M-V/def2-TZVPD.

The geometry in XYZ format:
```
49
Properties=species:S:1:pos:R:3:forces:R:3
C 2.8051 -1.0842 1.7261 -0.028 -0.061 -0.015
C 3.3601 -2.0141 0.9643 0.024 -0.030 -0.051
C 4.8370 -2.2479 0.8995 -0.066 0.067 0.090
C 2.5303 -2.9578 0.1177 0.310 -0.171 0.442
N 1.5368 -2.2643 -0.7302 -0.241 0.361 0.389
C 0.5794 -3.2126 -1.3453 -0.527 -0.358 -0.151
C -0.5449 -3.5528 -0.3802 0.127 0.030 -0.043
C 2.1835 -1.3534 -1.7016 0.280 0.464 -0.399
C 1.2143 -0.2811 -2.2097 -0.128 -0.211 0.221
C 0.4090 0.3678 -1.0856 0.413 -0.104 -0.361
O 0.2321 -0.2076 -0.0090 -0.057 0.057 0.157
N -0.1040 1.5607 -1.3639 -0.189 0.387 -0.135
C -1.0333 2.2261 -0.5156 -0.105 0.030 0.187
C -0.8017 3.5298 -0.1182 -0.092 -0.411 -0.054
C -1.6917 4.1940 0.7047 -0.274 0.234 0.217
C -2.8375 3.5346 1.1433 0.244 -0.111 -0.209
O -3.7761 4.0628 1.9526 -0.038 -0.326 -0.108
C -3.6177 5.3871 2.4159 0.030 0.278 0.097
C -3.0816 2.2213 0.7297 -0.089 -0.097 0.055
C -2.1992 1.5576 -0.1028 0.067 0.153 -0.087
O -2.3822 0.3011 -0.5877 0.179 0.409 -0.032
C -3.5654 -0.3835 -0.2336 -0.221 -0.110 0.052
H 3.4101 -0.4319 2.3301 0.192 0.129 0.123
H 1.7422 -0.9261 1.7896 -0.236 -0.010 -0.016
H 5.0706 -3.2589 1.2306 0.096 -0.108 -0.010
H 5.3678 -1.5478 1.5365 0.077 0.031 0.047
H 5.2057 -2.1417 -0.1207 0.065 -0.026 -0.105
H 1.9889 -3.6441 0.7729 -0.003 -0.018 -0.166
H 3.1844 -3.5481 -0.5308 -0.150 0.032 -0.045
H 0.9561 -1.5569 -0.1424 0.290 -0.344 -0.286
H 0.1517 -2.7480 -2.2338 0.134 0.021 0.012
H 1.1184 -4.1109 -1.6567 0.076 0.156 -0.027
H -1.2661 -4.1963 -0.8756 -0.044 -0.065 -0.036
H -0.1819 -4.0766 0.4997 0.011 -0.061 0.097
H -1.0543 -2.6458 -0.0626 -0.077 0.076 0.038
H 2.5936 -1.9299 -2.5357 -0.044 -0.018 0.134
H 3.0062 -0.8619 -1.1764 -0.087 -0.131 -0.045
H 0.4940 -0.7027 -2.9160 0.032 0.055 -0.020
H 1.7861 0.4758 -2.7470 -0.010 -0.035 -0.036
H 0.1374 2.0239 -2.2290 0.017 -0.232 0.035
H 0.0924 4.0322 -0.4549 0.121 0.040 -0.018
H -1.4824 5.2090 0.9963 -0.010 0.109 0.050
H -2.7076 5.4950 3.0126 -0.026 -0.015 -0.033
H -3.6020 6.1007 1.5874 0.009 -0.039 0.021
H -4.4853 5.5825 3.0430 0.090 0.026 -0.045
H -3.9868 1.7578 1.0830 -0.113 -0.101 0.019
H -3.6135 -0.5633 0.8436 0.000 0.018 -0.025
H -3.5237 -1.3360 -0.7597 -0.050 0.054 0.055
H -4.4541 0.1661 -0.5539 0.021 -0.024 0.018
```
Forces are in eV/Å.

## Properties
LUMO energy ... -2.099 eV
SMILES ... C=C(C)C[N@H+](CC)CCC(=O)Nc1ccc(OC)cc1OC
Strongest force on any atom ... 0.7 eV/A
Multiplicity ... 1
E_tot ... -27183.5994 eV
Total charge ... +1
HOMO energy ... -10.78 eV

Löwdin population analysis, charges in e, atoms 1 to 8: number 1, C, carries 0.088; number 2, C, carries -0.355; number 3, C, carries -0.049; number 4, C, carries -0.094; number 5, N, carries -0.136; number 6, C, carries -0.163; number 7, C, carries -0.039; number 8, C, carries -0.099

Question: Number 1 is which compound?
Answer: C29H56AsAuN4O5Si2Te